No. 1
19
Properties=species:S:1:pos:R:3:forces:R:3 method="wB97M-V/def2-TZVPD" homo_ev="-4.383 / -5.345" total_charge=0 spin_multiplicity=2 s_squared=0.76 fmax_ha_per_bohr=0.0773 energy_ev=-17606.28609
O -1.0938 -0.2591 2.6309 0.7031 1.5534 -1.1953
Ba 0.2117 -0.8980 4.9822 -0.2684 0.1272 -1.0090
C -2.6422 1.0262 1.3829 -1.8576 1.7232 -0.4638
C -1.4171 0.5392 1.6682 0.2068 -3.4980 1.8768
O -0.3647 0.6080 0.7437 1.4963 -0.1774 0.3074
C -0.6489 0.6797 -0.6497 -0.4304 0.5217 -0.3340
C 0.6506 0.3907 -1.3605 0.0553 0.2617 -0.1255
O 1.1944 -0.8069 -0.8093 -0.0997 -0.0640 -0.1793
C 2.2519 -1.3660 -1.5814 0.2357 -0.1239 -0.2019
Mg 1.0970 -0.9265 1.3133 0.1789 -0.1662 0.8404
H -3.3461 0.4112 0.8280 -0.0619 0.0259 0.5706
H -2.8607 2.0569 1.6551 -0.0431 -0.1036 -0.5466
H -1.0070 1.6840 -0.9123 -0.0387 -0.3306 0.0533
H -1.4162 -0.0593 -0.9206 0.1713 0.2443 0.1561
H 1.3735 1.2097 -1.2227 -0.1394 -0.1548 -0.0583
H 0.4606 0.2571 -2.4349 0.0363 0.0315 0.1944
H 2.6611 -2.2109 -1.0171 -0.0931 0.2427 -0.1177
H 1.8587 -1.7205 -2.5439 0.0924 0.0924 0.1861
H 3.0371 -0.6154 -1.7519 -0.1436 -0.2054 0.0464

No. 2
15
Properties=species:S:1:pos:R:3:forces:R:3 method="wB97M-V/def2-TZVPD" homo_ev=-7.505 total_charge=0 spin_multiplicity=1 e_above_lowest_kj_mol=429.5 fmax_ha_per_bohr=0.1192 energy_ev=-10775.29597
C -2.4027 -0.6316 -0.0314 -0.8046 -1.9269 2.4255
C -0.3723 0.6833 -0.0096 -3.9043 0.4100 -0.4360
C 1.4838 -0.0029 0.2208 1.3808 0.6076 -3.2964
C 1.7100 1.4109 0.0714 -0.6187 -3.6126 0.5634
H -2.3985 -1.0067 1.1395 -0.6872 1.1539 -2.7034
H -3.4217 -0.4654 -0.4845 0.9453 -0.3939 0.9408
H -1.9900 -1.7329 -0.4466 -0.2488 3.9225 0.0854
H -2.2259 1.6139 -0.0003 0.0803 -0.9884 -0.1885
H 2.2651 -2.0430 0.1613 -0.0128 4.0240 -0.8956
H 3.5305 -0.8007 -0.0867 -3.8449 0.1425 0.0193
H 2.7400 1.8631 -0.3148 -3.2099 -0.3719 0.9308
N -1.7300 0.7208 -0.0446 -0.0678 -0.9995 -0.7393
N 0.1258 -0.5081 0.0167 4.5629 2.8734 1.7759
N 2.4127 -0.9517 -0.1587 4.2047 -4.1554 1.6107
O 0.2730 1.8510 -0.0326 2.2251 -0.6852 -0.0927

No. 3
108
Properties=species:S:1:pos:R:3:forces:R:3 method="wB97M-V/def2-TZVPD" homo_ev=-9.734 total_charge=0 spin_multiplicity=1 e_above_lowest_kj_mol=0.0 fmax_ha_per_bohr=0.0499 energy_ev=-106063.91119
O -1.1542 -0.0517 0.7787 0.4372 -0.2025 -0.0643
S 0.0484 -0.8232 0.6304 0.4968 0.1385 -0.8250
O 0.2230 -2.0205 1.4108 -0.1112 0.8945 -0.6660
O 0.1904 -1.2292 -0.9195 -0.1113 -0.3154 1.5370
C -0.1872 -0.2699 -1.9181 -1.2011 -0.0033 -0.9249
C 0.9855 0.0212 -2.7971 0.6131 0.1161 -0.0647
C 1.4593 0.2475 0.8045 -0.1183 0.3219 -0.2319
H -0.7045 0.6099 -1.5282 0.5015 0.0056 0.4777
H -0.9808 -0.7548 -2.4951 0.1401 -0.0518 0.0062
H 0.8223 0.9221 -3.3896 -0.0793 -0.0534 -0.0362
H 1.1890 -0.8240 -3.4568 -0.0096 0.0258 -0.0153
H 1.8754 0.1947 -2.1903 -0.0038 0.0645 -0.0579
H 1.2853 1.1139 0.1616 -0.1399 -0.0521 -0.0325
H 2.3983 -0.2057 0.4923 -0.2103 -0.4581 0.0584
H 1.5290 0.5957 1.8253 -0.0837 -0.0523 0.2219
O 1.8432 0.2794 4.6772 -0.1371 0.2817 -0.1905
S 0.8817 1.3271 4.4429 -2.0710 1.0451 1.0943
O 1.2385 2.5641 3.8089 0.1602 -1.0154 -0.3953
O -0.3760 0.7182 3.6414 0.8709 0.7372 0.3074
C -0.9093 -0.5521 4.0849 -0.5745 -0.5751 -0.0020
C -2.3138 -0.6998 3.5307 -0.1497 0.0105 -0.3252
C 0.0672 1.8310 5.9913 0.1898 -1.0650 -0.0898
H -1.0326 -0.5960 5.1685 0.6014 0.1932 0.0867
H -0.2125 -1.3048 3.7221 -0.1613 -0.2444 0.2083
H -2.9254 0.1436 3.8561 0.0843 0.1479 -0.1871
H -2.8222 -1.5826 3.9206 0.3483 -0.1641 0.1681
H -2.3125 -0.7841 2.4446 -0.0947 0.2002 0.2146
H -0.8746 2.3493 5.8228 0.3615 0.3746 -0.6016
H 0.7951 2.4242 6.5366 -0.0431 0.0530 0.0185
H -0.2157 0.9452 6.5626 0.4464 -0.0753 0.0322
O -4.0308 4.1813 2.7833 0.5005 -0.1991 0.4186
S -2.6761 4.4103 3.2159 0.2206 -0.0173 -0.3500
O -2.1166 3.6432 4.3135 -0.5887 0.5206 -0.7275
O -1.6928 4.2870 1.9553 -0.5521 0.2495 0.8547
C -1.5601 2.9495 1.3861 1.1046 -0.1911 0.0193
C -2.5144 2.7702 0.2399 0.2707 0.2207 -0.2518
C -2.4713 6.1474 3.5530 0.3589 -0.4860 0.5458
H -1.5873 2.1942 2.1739 -0.6168 0.1194 -0.0181
H -0.5054 2.9082 1.0960 -0.1350 0.1725 -0.3070
H -2.3509 3.5308 -0.5275 -0.0585 0.2740 0.2671
H -3.5263 2.8617 0.6268 -0.1608 -0.3125 -0.3276
H -2.3059 1.8424 -0.2913 -0.3878 -0.2670 0.3800
H -1.3985 6.3281 3.5278 -0.0737 0.2392 -0.1895
H -2.8048 6.2901 4.5805 -0.0790 -0.1216 -0.0103
H -3.0639 6.7802 2.9030 0.1400 -0.1859 -0.3162
O -3.6825 0.2499 -2.4455 -0.4078 -1.0628 -1.0648
S -4.5753 -0.6807 -3.1232 -0.4290 0.4672 1.0931
O -5.1687 -0.3554 -4.3932 0.7635 -0.4187 0.7729
O -3.9148 -2.1345 -3.2711 0.0768 0.8916 -0.7128
C -3.1973 -2.6840 -2.1520 -0.2279 -0.2939 0.8826
C -2.3528 -3.8436 -2.6167 0.7250 0.5512 -0.1988
C -5.8788 -1.0518 -1.9384 0.4861 -0.1449 0.0839
H -3.9512 -2.9703 -1.4099 0.1784 -0.0714 0.0385
H -2.5426 -1.9293 -1.7117 -0.2057 0.0799 -0.0110
H -1.5826 -3.3817 -3.2434 -0.0996 -0.4421 -0.3759
H -2.8822 -4.6330 -3.1426 -0.1388 0.1466 -0.0875
H -1.7894 -4.2845 -1.7936 -0.2889 0.0463 0.2437
H -6.1379 -2.1046 -2.0277 -0.3772 0.1360 -0.3693
H -6.6990 -0.3636 -2.1146 -0.0982 -0.1348 -0.0985
H -5.4992 -0.9253 -0.9258 0.1668 0.2583 -0.1092
C 4.4500 0.7669 -3.6381 -0.2608 -0.2945 -0.5306
O 4.2869 0.9053 -2.2302 0.0177 0.0355 0.2356
H 4.1780 1.7121 -4.1078 0.2160 0.0269 -0.0093
H 5.4455 0.4330 -3.9278 0.1024 0.3046 0.1673
H 3.7843 -0.0044 -4.0389 -0.1137 0.0407 0.2353
H 5.0615 0.5734 -1.7711 0.0166 -0.0646 -0.0565
C 2.5358 -3.6124 -0.0498 -0.2035 0.4694 0.2942
O 3.7308 -3.1130 0.5378 0.5284 -0.2193 -0.4622
H 1.8344 -3.8328 0.7490 -0.3296 -0.1685 -0.2211
H 2.1060 -2.8800 -0.7388 -0.1586 0.0989 0.1303
H 2.6864 -4.5065 -0.6540 0.5318 -0.1338 0.2839
H 3.5151 -2.5850 1.3190 -0.3003 -0.0792 -0.0180
C -1.5798 -0.7623 -5.6502 -0.3971 -0.4505 0.4929
O -0.4274 -1.5183 -5.9929 0.2545 0.3975 -0.4310
H -1.9073 0.0790 -6.2690 0.6582 -0.1119 -0.4920
H -2.3739 -1.5053 -5.7142 -0.2112 0.2295 0.3772
H -1.4826 -0.3634 -4.6357 -0.2255 -0.1322 0.0778
H 0.3518 -0.9564 -6.0428 -0.1049 0.0936 0.0039
C 3.1480 -2.8884 4.0325 -0.1639 0.1989 0.5435
O 2.7605 -1.9534 3.0347 0.2941 -0.1534 -0.2226
H 3.3728 -3.8711 3.6214 -0.1854 0.1564 -0.4451
H 4.0514 -2.5604 4.5575 -0.1252 0.0505 0.0724
H 2.3162 -2.9915 4.7383 0.2455 -0.1682 0.1571
H 2.5251 -1.1340 3.4964 0.0469 -0.1023 -0.0946
C -0.1719 -5.0656 3.2291 -0.1405 0.5128 0.1836
O -0.4462 -4.6152 1.9165 0.0240 0.3359 0.1824
H 0.8421 -5.4647 3.3055 -0.0647 -0.2691 0.0640
H -0.2587 -4.2554 3.9649 0.0813 0.0871 -0.0778
H -0.9285 -5.7889 3.5313 0.1968 -0.2986 -0.1883
H -0.1653 -3.6823 1.8563 -0.2185 -0.6131 -0.1564
C 2.5469 3.6318 -0.4531 0.1201 -0.1073 1.7085
O 2.2728 2.8086 -1.5529 0.1456 -0.0475 -0.0432
H 1.7405 4.3377 -0.2542 0.0075 0.2019 -0.6570
H 2.5831 3.0878 0.5082 -0.0505 -0.3926 -0.2085
H 3.5150 4.1409 -0.4481 -0.0969 0.2284 -0.6420
H 3.0324 2.2107 -1.6743 -0.1485 0.0695 -0.0954
C 4.7910 -2.5059 -2.4504 0.4780 -1.0172 0.1994
O 5.5006 -2.2686 -3.6568 -0.2682 0.9937 -0.4007
H 4.3025 -3.4820 -2.5159 -0.1393 0.0779 0.2626
H 5.4816 -2.5190 -1.6038 -0.1641 -0.0128 0.1197
H 4.0284 -1.7541 -2.2574 0.1192 0.1810 -0.3869
H 6.0501 -3.0142 -3.8968 -0.0339 -0.2307 0.2461
C -0.7019 3.9905 -3.1910 -0.2104 0.0464 1.5399
O -0.6323 5.2983 -3.7021 0.3702 0.2091 -0.8002
H -1.7389 3.7140 -2.9589 0.0630 -0.3120 -0.5251
H -0.1963 3.2963 -3.8567 -0.2845 0.1229 -0.2803
H -0.1841 3.9034 -2.2225 0.1646 0.0619 -0.1832
H -0.9831 5.9439 -3.0887 -0.1009 -0.1573 0.2548

No. 4
29
Properties=species:S:1:pos:R:3:forces:R:3 method="wB97M-V/def2-TZVPD" homo_ev=-9.414 total_charge=0 spin_multiplicity=1 e_above_lowest_kj_mol=351.9 fmax_ha_per_bohr=0.0220 energy_ev=-16665.66012
C 1.7994 -3.0424 2.2735 0.4929 -0.1805 -0.5709
C 0.9086 0.3816 -0.7666 -0.0238 0.1010 0.2073
C 0.8063 1.5818 2.3441 -0.2890 0.3246 -0.2400
C 1.6118 0.4366 2.9563 0.2703 -0.4590 0.2176
C 1.3430 0.4873 1.5332 -0.2658 0.5549 0.0042
C -0.9803 -0.5856 -2.8856 0.1564 0.1414 0.2759
C -2.6859 0.3470 -1.2952 0.3996 0.0165 0.0205
C -1.0515 1.8920 -2.4169 0.1280 -0.2133 0.1373
C -1.2663 0.4926 -1.8413 -0.2817 0.1358 -0.5831
N 1.2174 -2.9665 3.3781 -0.5028 0.1514 1.0005
N 1.4839 -0.0563 0.4231 0.4573 -0.8253 0.0574
O 1.5561 0.6944 -1.7266 0.0399 0.1363 -0.2174
O -0.4193 0.2836 -0.6818 -0.2435 -0.0199 0.2132
H 2.7564 -3.5415 2.0862 -0.0286 -0.0176 0.1297
H 1.3366 -2.5702 1.4169 -0.0510 0.0900 -0.2239
H -0.2595 1.6139 2.5151 -0.1103 -0.0601 0.0523
H 1.2679 2.5550 2.2680 0.1245 0.0731 -0.0011
H 2.6141 0.6375 3.3029 0.1375 0.1114 0.0028
H 1.0924 -0.3155 3.5341 -0.1053 -0.0323 0.0116
H -1.1916 -1.5702 -2.4753 -0.0553 -0.1189 0.0227
H -1.6051 -0.4243 -3.7598 -0.0862 0.0041 -0.0774
H 0.0636 -0.5477 -3.1872 0.0102 0.0056 -0.0793
H -2.9100 1.1485 -0.5952 -0.0228 0.0761 0.0715
H -2.7849 -0.6033 -0.7775 -0.0496 -0.1091 0.0390
H -3.4039 0.3823 -2.1101 -0.0450 0.0157 -0.0931
H -1.1413 2.6364 -1.6279 -0.0471 0.0866 0.0564
H -0.0657 1.9728 -2.8640 0.0110 0.0488 -0.0397
H -1.8029 2.0932 -3.1755 -0.1257 0.0140 -0.0605
H 1.7108 -3.4131 4.1551 0.1059 -0.0512 -0.3332

No. 5
8
Properties=species:S:1:pos:R:3:forces:R:3 method="wB97M-V/def2-TZVPD" homo_ev="-11.183 / -11.171" total_charge=0 spin_multiplicity=1 e_above_lowest_kj_mol=340.4 fmax_ha_per_bohr=0.0806 energy_ev=-28180.53996
C -0.7736 0.2613 -0.1566 -0.3452 1.2639 0.4236
C 0.6704 0.0654 0.4164 0.9756 -3.9725 -0.6606
F -1.1990 1.4933 0.3473 0.3643 -1.4748 -0.0723
F -1.6333 -0.6819 0.1879 0.8384 0.7476 -0.0381
F -0.7143 0.4239 -1.4594 0.0548 -0.4313 0.1542
F 0.8457 -0.4498 1.6143 -0.6556 1.2974 -1.7541
F 0.8239 -1.9433 -0.6540 -0.3147 2.8427 1.3466
Cl 1.9802 0.8311 -0.2961 -0.9176 -0.2731 0.6006

No. 6
38
Properties=species:S:1:pos:R:3:forces:R:3 method="wB97M-V/def2-TZVPD" homo_ev=-5.891 total_charge=-1 spin_multiplicity=1 e_above_lowest_kj_mol=160.2 fmax_ha_per_bohr=0.0627 energy_ev=-26013.84571
C 13.3197 -18.4029 -25.4282 -0.7117 1.5158 0.9655
O 12.8210 -17.8700 -24.1804 0.9975 -0.2863 -1.8344
H 13.2261 -17.7906 -26.3823 -0.0834 0.2828 1.0190
H 12.7335 -19.2567 -25.6447 -0.0254 -1.5017 -0.5152
H 14.3725 -18.6083 -25.3182 0.5505 -0.5638 -0.2544
O 13.3839 -15.3150 -24.6002 0.2831 0.6173 0.9616
H 13.6583 -15.1123 -25.4926 -0.1663 0.0288 0.0556
H 13.2055 -16.2743 -24.5260 -0.3052 -0.4118 0.1044
O 14.1738 -20.4923 -22.6362 1.2806 -2.4190 0.3577
H 14.1705 -19.6342 -23.0263 0.3300 0.9669 -0.3058
H 15.0907 -20.8712 -22.7199 -1.5212 0.9870 0.0253
O 11.1041 -20.6441 -24.3740 -0.4180 -0.6281 -0.6629
H 11.4070 -19.7328 -24.3457 -0.0140 0.4346 0.3389
H 10.5741 -20.7290 -25.1825 0.2621 0.1505 0.4368
O 14.7094 -15.2382 -26.8288 -0.2130 0.5675 -1.2111
H 15.4521 -14.6357 -26.7659 0.0666 -0.0072 -0.1708
H 15.0163 -16.1141 -26.5962 0.4368 -0.4261 0.2055
O 11.8298 -19.0694 -21.9328 -0.7741 0.9369 0.6352
H 12.1718 -18.5309 -22.6598 -0.0311 0.2816 -0.1443
H 12.2180 -19.9111 -22.0842 0.5189 -1.2153 -0.0738
O 10.5532 -16.6630 -24.8414 -0.1705 -0.5618 0.4103
H 10.5171 -16.7660 -25.7884 -0.2345 0.4780 0.0426
H 11.3247 -17.2202 -24.5565 -0.1143 0.4733 0.2248
O 11.7803 -14.9689 -27.3197 0.7749 1.8121 -0.4282
H 11.4719 -15.8475 -27.2631 -0.7320 -1.2975 0.0095
H 12.7354 -15.0535 -27.2723 0.1203 0.1825 -0.0402
O 16.5525 -16.4172 -25.0828 2.4338 0.1567 -2.1096
H 16.3560 -15.5127 -25.3229 -0.6187 -0.2570 1.0868
H 15.9894 -16.8638 -24.4858 -1.5758 -0.1396 1.6088
O 12.1727 -15.5709 -22.1089 -0.1735 -1.2985 -0.0639
H 12.6029 -15.2840 -22.9091 0.2088 -0.0188 -1.1710
H 12.2354 -14.8050 -21.5862 -0.0718 1.4230 1.3434
O 15.1707 -17.8207 -22.8334 1.8320 0.4256 0.3827
H 14.3122 -17.8298 -23.2641 -1.6047 0.5900 -0.3883
H 15.2018 -17.0413 -22.2559 -0.4002 -0.4329 -0.2981
O 10.4370 -17.2765 -27.5416 -0.7816 -0.1077 -1.2425
H 10.7187 -17.9915 -26.9976 0.5948 -1.0878 0.7209
H 9.6031 -17.6002 -27.9053 0.0500 0.3499 -0.0208

no.,molecular weight (Da)
1,278.757
2,113.120
3,752.980
4,184.239
5,154.465
6,229.199